Here is a 40-piece molecular cluster, H80O40 overall in a non-equilibrium geometry from OMol25. Energies are from ωB97M-V/def2-TZVPD.

For the electronic energy, the calculation gives -83189.3875 eV. As for the frontier orbital gap: 9.927 eV. The value obtained for the max |F| is 11.4 eV/A. The relative energy (zero: lowest compared OMol25 entry of this formula, charge and spin) comes out at 378.8 kcal per mole. The spin multiplicity is 1.

CARTESIAN COORDINATES (ANGSTROEM)
O1 -2.209431 5.228742 0.488269
O2 2.380568 0.184175 -0.455852
O3 -0.266547 -0.151691 0.038697
O4 -0.649040 0.625078 -6.205726
O5 3.972306 -0.611283 1.457315
O6 1.605221 -0.554280 4.971005
O7 -4.633567 -1.620827 3.323347
O8 1.638594 2.036396 -5.459784
O9 1.405283 -0.795124 -5.115986
O10 0.988549 4.186936 3.540927
O11 -0.958603 2.671644 -1.156438
O12 3.557803 -3.410035 1.981063
O13 1.691115 -2.790064 -3.433118
O14 3.790193 -5.457697 -0.162561
O15 3.022299 4.234045 -3.578269
O16 2.912526 -2.855143 -0.888140
O17 -0.406881 -0.601093 2.654542
O18 -0.501737 3.686295 -3.499715
O19 -4.029236 1.798586 -3.645674
O20 0.217007 -2.378207 -0.585948
O21 -0.308767 1.199082 -3.628313
O22 5.178342 1.207923 -0.909122
O23 -3.931303 3.105603 2.956861
O24 0.911151 -5.298771 0.384035
O25 5.254585 -0.889835 4.551830
O26 2.504534 4.285863 1.388486
O27 2.492119 0.654378 2.976604
O28 -0.959632 3.043708 1.851887
O29 -1.660790 -4.218292 1.259748
O30 -1.781476 -0.207496 5.315453
O31 -2.564677 -1.548800 0.951098
O32 -6.408732 -0.121449 -0.091222
O33 -4.496558 -1.793343 -0.848463
O34 -2.625146 -2.964023 -3.364384
O35 3.681294 3.481070 4.416517
O36 -0.862615 -3.603668 4.005592
O37 -3.877168 1.818709 -0.369340
O38 -5.013925 -1.347029 -3.449841
O39 -2.890848 0.837576 1.533531
O40 4.521527 -1.090407 -2.730112
H1 -1.236016 3.417965 0.945251
H2 -6.263096 -0.296621 0.891005
H3 3.623217 -3.315252 -1.110758
H4 3.226892 2.640174 4.043550
H5 -3.032116 5.213624 0.762365
H6 -4.576689 1.792573 -2.901821
H7 -1.767275 2.696475 -1.609442
H8 -2.073085 4.646907 -0.373613
H9 -0.250037 0.714107 -2.862366
H10 -4.046014 2.620896 -4.090491
H11 -5.097517 -1.970568 -2.740232
H12 3.690206 -1.278324 -3.050862
H13 1.648725 -4.621416 0.227752
H14 0.798618 3.320917 3.275417
H15 -5.002557 -1.778823 -4.389664
H16 0.149005 4.630829 3.945069
H17 3.370224 -1.018180 0.888826
H18 3.763422 3.607006 -4.100911
H19 3.364353 -4.634979 0.157491
H20 0.533862 -0.262588 0.526270
H21 4.249706 -0.807395 4.566762
H22 -1.251470 -0.464819 2.080624
H23 -4.818042 -1.031065 -1.378429
H24 -0.778215 -4.366242 0.795122
H25 -4.761862 2.406013 2.924438
H26 -0.413712 -4.097907 3.343357
H27 4.203838 0.097560 0.786513
H28 3.597619 4.859201 -3.117827
H29 -3.711095 3.335433 3.837901
H30 -1.223985 3.731636 2.622971
H31 3.372075 -2.000580 -1.230532
H32 2.987578 4.007486 4.894603
H33 -3.860505 1.255247 -1.233091
H34 -0.478553 2.649873 -3.482743
H35 0.386472 3.830785 -3.876394
H36 -2.818993 1.294083 2.221404
H37 -2.267464 -2.970108 -2.441011
H38 -0.676295 -1.941758 -0.485189
H39 3.841029 -3.939485 2.827596
H40 -0.319143 0.777945 -0.188163
H41 1.109918 2.102565 -4.721786
H42 -0.433415 -3.934193 4.906806
H43 5.048440 -0.331635 -2.932706
H44 -4.008855 -1.086098 2.764147
H45 3.175673 0.432251 3.621598
H46 1.082872 -0.445967 -4.231285
H47 2.339614 -1.093757 -4.913091
H48 0.928847 -2.152799 -3.451607
H49 -1.190095 1.280380 -4.017446
H50 -4.028384 -1.233720 -0.248884
H51 1.121188 1.237019 -5.860425
H52 -1.823196 -0.437800 4.465174
H53 3.851676 -5.289582 -1.044866
H54 -0.821937 -0.360926 5.547922
H55 -3.397367 -2.806104 -3.710104
H56 1.323743 -6.100783 -0.226387
H57 -0.819657 -0.404293 -6.566906
H58 -0.488947 -1.568017 2.876131
H59 -4.552019 -1.021873 4.178748
H60 -6.510426 -1.028490 -0.354017
H61 2.514208 0.999342 -0.015308
H62 1.197852 -1.191107 5.579707
H63 0.954204 -0.612297 4.245412
H64 -2.175861 -4.975521 1.139927
H65 0.936576 -1.791648 -0.440102
H66 -0.836751 1.131714 -6.861838
H67 1.638850 -3.186466 -2.534126
H68 1.598177 0.593473 3.277409
H69 -2.145670 -2.389755 1.035476
H70 -4.616184 1.664290 0.147498
H71 1.634246 3.999971 1.410341
H72 2.498132 4.405131 2.392494
H73 -2.426234 1.400600 0.886028
H74 3.105563 -2.685602 2.293698
H75 5.481827 -0.737983 3.608384
H76 5.603312 0.713819 -1.576497
H77 3.174150 0.021251 -1.047887
H78 -1.837173 -1.113819 0.444812
H79 -0.459352 3.191497 -1.674218
H80 5.481068 2.079100 -0.761744

Forces on the atoms, in the same order (eV/Å):
7.46 -1.32 -4.70
0.57 -1.96 -2.40
-1.54 1.32 -0.80
0.79 -9.44 4.92
2.89 1.86 -0.68
-1.23 -1.00 0.51
1.18 3.25 2.03
0.47 -2.05 -3.55
1.09 0.06 1.79
-1.67 3.66 2.50
-1.57 -3.09 4.59
2.28 -4.55 1.29
-0.81 0.58 0.98
-0.76 0.13 3.63
3.26 -2.57 -2.05
-2.80 5.70 0.19
-1.68 -1.30 -0.29
0.71 -1.40 -0.33
2.01 -1.76 -1.18
-2.36 -2.32 -0.52
0.22 1.13 -2.80
-2.11 -1.10 1.31
-3.25 -2.78 -2.10
3.13 -1.75 -2.79
-1.83 0.36 -0.78
2.30 0.79 2.19
0.73 1.42 -1.24
-0.90 2.14 1.07
2.85 1.97 -0.40
1.84 1.17 5.86
1.11 0.98 -0.79
-0.04 0.46 2.56
-0.96 0.74 -1.73
9.13 -2.11 2.57
-1.56 -1.21 -0.20
1.00 -0.03 4.01
2.66 0.23 -5.39
-0.06 0.16 -3.47
-0.04 -5.62 -8.22
3.06 -1.10 2.88
0.48 -0.25 2.42
-0.18 0.65 -1.62
4.94 -4.24 -1.21
0.85 2.22 0.96
-6.63 -0.53 1.73
-1.63 0.50 1.40
-2.16 -0.23 -0.81
-0.94 1.95 2.77
-0.57 -1.70 3.02
-0.32 1.41 -0.32
0.00 -1.26 -0.07
-2.77 0.26 -2.10
-1.99 -1.09 0.50
-0.98 -2.09 -0.57
-0.33 0.99 3.05
2.40 -1.53 -1.20
-1.88 -1.69 -0.85
-3.28 2.52 2.00
0.81 -0.65 0.67
0.77 0.08 0.76
2.00 -0.36 0.07
1.69 0.05 1.28
-0.11 -0.79 0.03
-1.40 -0.15 0.54
3.36 2.90 0.70
0.44 -0.87 -1.10
0.38 -0.73 1.76
-0.18 0.02 0.04
-0.23 -0.04 1.57
0.57 -2.24 -3.58
-1.69 -1.30 1.06
0.77 -1.09 -0.88
-0.57 1.35 2.77
0.11 2.49 0.10
-0.38 0.60 0.13
0.94 6.21 9.56
-2.15 0.32 -1.44
2.51 -0.46 -0.32
-0.82 1.61 -2.52
-0.03 0.59 -0.03
-1.45 0.58 2.82
-1.42 1.06 -2.96
-0.81 0.52 -1.16
-0.60 -1.06 0.02
-0.95 -0.07 0.00
0.60 -0.22 -1.88
-1.73 0.35 -0.47
0.96 -1.34 -0.10
-0.17 -1.13 0.10
1.21 -0.28 1.76
1.62 1.72 0.60
-0.21 -1.46 -5.49
0.53 0.16 -4.12
-1.74 0.47 -0.31
-6.57 1.68 -1.03
-1.72 2.96 2.50
0.83 4.34 1.56
0.09 0.99 -0.19
-0.51 -2.14 -2.23
-0.09 -0.77 -0.62
0.48 1.48 0.69
0.55 0.13 0.25
0.33 0.05 0.00
-1.13 -1.83 -0.35
0.33 0.98 0.05
-2.03 5.17 -6.88
-0.02 0.43 -0.63
-0.22 0.07 0.70
-0.17 -2.23 0.51
-2.37 -1.11 1.14
-3.03 -0.93 -1.07
1.12 0.19 -1.73
-0.57 -0.50 0.27
-1.50 2.76 1.23
-0.30 -0.21 0.71
1.26 -0.02 -0.70
-1.26 0.91 1.02
-1.01 0.68 0.59
3.44 3.27 -3.10
0.90 1.26 -0.24

These are the Löwdin partial charges, in e, on atoms 1 to 99: atom 1 (O): -0.02, atom 2 (O): -0.05, atom 3 (O): -0.07, atom 4 (O): -0.04, atom 5 (O): -0.07, atom 6 (O): -0.06, atom 7 (O): -0.12, atom 8 (O): -0.08, atom 9 (O): -0.10, atom 10 (O): -0.08, atom 11 (O): 0.03, atom 12 (O): -0.04, atom 13 (O): -0.09, atom 14 (O): -0.01, atom 15 (O): -0.13, atom 16 (O): -0.02, atom 17 (O): -0.10, atom 18 (O): -0.11, atom 19 (O): 0.00, atom 20 (O): -0.06, atom 21 (O): 0.00, atom 22 (O): 0.02, atom 23 (O): -0.09, atom 24 (O): -0.14, atom 25 (O): -0.09, atom 26 (O): -0.07, atom 27 (O): -0.05, atom 28 (O): -0.13, atom 29 (O): -0.04, atom 30 (O): -0.02, atom 31 (O): -0.08, atom 32 (O): -0.07, atom 33 (O): -0.07, atom 34 (O): -0.01, atom 35 (O): -0.12, atom 36 (O): -0.08, atom 37 (O): -0.05, atom 38 (O): -0.09, atom 39 (O): -0.01, atom 40 (O): 0.02, atom 41 (H): 0.03, atom 42 (H): 0.08, atom 43 (H): -0.03, atom 44 (H): 0.05, atom 45 (H): -0.06, atom 46 (H): -0.01, atom 47 (H): 0.02, atom 48 (H): 0.11, atom 49 (H): 0.04, atom 50 (H): 0.03, atom 51 (H): -0.01, atom 52 (H): -0.02, atom 53 (H): 0.02, atom 54 (H): -0.01, atom 55 (H): 0.12, atom 56 (H): 0.12, atom 57 (H): -0.04, atom 58 (H): 0.14, atom 59 (H): -0.01, atom 60 (H): 0.03, atom 61 (H): 0.03, atom 62 (H): 0.06, atom 63 (H): 0.02, atom 64 (H): 0.04, atom 65 (H): 0.15, atom 66 (H): -0.01, atom 67 (H): 0.05, atom 68 (H): 0.02, atom 69 (H): 0.01, atom 70 (H): 0.11, atom 71 (H): 0.08, atom 72 (H): 0.04, atom 73 (H): 0.09, atom 74 (H): -0.02, atom 75 (H): 0.04, atom 76 (H): -0.11, atom 77 (H): 0.07, atom 78 (H): 0.05, atom 79 (H): 0.13, atom 80 (H): 0.04, atom 81 (H): -0.08, atom 82 (H): 0.12, atom 83 (H): 0.04, atom 84 (H): 0.00, atom 85 (H): 0.02, atom 86 (H): 0.04, atom 87 (H): 0.07, atom 88 (H): 0.04, atom 89 (H): 0.09, atom 90 (H): -0.01, atom 91 (H): 0.05, atom 92 (H): -0.08, atom 93 (H): -0.02, atom 94 (H): 0.05, atom 95 (H): -0.11, atom 96 (H): 0.15, atom 97 (H): 0.19, atom 98 (H): 0.05, atom 99 (H): 0.09